w) The following is a quantum chemistry calculation of C2H3ClO2S in the gas phase, from the Open Molecules 2025 dataset.

## Properties
Expectation value of S²: 2.010
E_HOMO (alpha / beta) (eV): -8.818 / -11.643

Structure (ORCA input):
```
! wB97M-V def2-TZVPD RIJCOSX def2/J DEFGRID3
* xyz 0 3
S -1.382 -0.668 0.361
O -0.940 -2.035 0.043
C 1.256 0.142 0.050
H 1.847 0.167 -0.927
H 1.514 0.949 0.652
C -0.213 0.504 -0.366
H 1.352 -0.870 0.188
O -2.737 -0.289 0.067
Cl -0.698 2.100 -0.069
*
```

***

x) The following is a quantum chemistry calculation of 2 unconnected molecules or ions with the total composition C2H3ClO2S, from the Open Molecules 2025 dataset.

## Properties
Expectation value of S²: 2.007
E_HOMO (alpha / beta) (eV): -5.538 / -10.943

Structure (ORCA input):
```
! wB97M-V def2-TZVPD RIJCOSX def2/J DEFGRID3
* xyz 0 3
H -1.696 -1.185 0.130
C -0.968 -1.234 -0.673
S 0.805 -0.845 -0.195
H -1.026 -2.184 -1.196
H 1.023 1.077 1.113
O 0.584 0.138 1.111
O -4.491 -0.200 1.526
C -4.030 0.603 0.879
Cl -1.438 -0.198 -2.163
*
```

***

Most stable structure: w)

***

w) The following is a quantum chemistry calculation of 2 unconnected molecules or ions with the total composition C3H7IN3, from the Open Molecules 2025 dataset.

## Properties
E_HOMO (alpha / beta) (eV): -12.693 / -12.685

Structure (ORCA input):
```
! wB97M-V def2-TZVPD RIJCOSX def2/J DEFGRID3
* xyz 1 1
H -1.863 -1.368 0.844
N -2.738 2.338 -0.111
H 2.908 -0.665 -0.201
I -0.414 2.966 -1.874
H 2.237 -1.239 1.232
C -1.657 2.108 -0.586
H 1.382 0.495 -0.947
C 2.002 -1.016 0.122
N -0.921 -1.343 0.548
H 1.979 -1.889 -0.540
N 0.959 -0.079 -0.255
H -3.238 1.935 0.680
C -0.349 -0.281 -0.066
H -0.287 -1.961 1.154
*
```

***

x) The following is a quantum chemistry calculation of a gas-phase ion, C3H7IN3 (charge +1), from the Open Molecules 2025 dataset.

## Properties
E_HOMO (eV): -13.275

Structure (ORCA input):
```
! wB97M-V def2-TZVPD RIJCOSX def2/J DEFGRID3
* xyz 1 1
H 0.860 2.669 -0.039
C 0.508 -1.478 1.072
I -1.966 2.556 -1.627
H -0.376 -2.078 1.143
C 0.396 1.680 0.088
N -0.780 1.357 -0.496
N 0.491 -0.470 -0.084
H 1.390 -2.113 0.749
H -1.764 -0.432 -0.075
H 0.785 -0.968 1.863
H 1.160 -0.866 -0.831
C -0.820 -0.085 -0.598
N 1.186 0.726 0.386
H -1.069 -0.499 -1.552
*
```

***

Most stable structure: x)

***

w) The following is a quantum chemistry calculation of 40 unconnected molecules or ions with the total composition H80O40, from the Open Molecules 2025 dataset.

## Properties
E_HOMO (eV): -10.041

Structure (ORCA input):
```
! wB97M-V def2-TZVPD RIJCOSX def2/J DEFGRID3
* xyz 0 1
H -4.883 1.205 0.661
H -0.922 1.456 3.159
H 0.554 -1.736 5.616
H 0.752 -1.682 3.601
H 5.901 1.841 1.429
O 0.169 4.731 0.641
H 1.385 -1.591 -1.531
O 3.544 3.109 -3.829
H 3.140 1.002 0.952
H -0.234 0.880 1.743
O -1.761 -2.430 -5.317
H 3.435 -0.739 -1.732
H -0.088 1.730 -4.770
H 3.639 4.043 -3.794
O 5.534 2.673 1.001
O -4.193 1.480 -3.155
O 0.982 -1.165 2.887
H 1.780 0.840 -1.108
H -1.962 -4.804 2.053
H 1.292 -3.610 -4.325
H 1.789 1.234 1.616
H -3.611 4.224 -1.496
H 0.245 0.332 -2.674
H 0.446 -0.383 2.782
H 4.699 -0.402 -1.138
O 1.142 -1.167 0.392
H 5.549 -0.024 0.212
H -4.580 0.236 4.009
H 0.842 3.953 -2.553
O 1.624 -0.920 -2.189
H -0.190 0.659 -5.970
O -3.823 -5.519 -1.610
H -4.223 -0.553 1.950
O 0.416 -4.035 2.099
H -1.062 -0.838 -5.738
H -3.449 -2.314 -1.300
H 3.927 2.662 -0.373
O 6.478 0.216 0.495
H -2.931 1.396 -0.800
H -1.794 -1.504 3.756
O 3.021 -3.410 0.204
O 0.258 2.593 -4.796
H 1.221 -1.104 1.343
O 3.523 4.257 2.513
O -0.592 0.367 -3.240
H 3.337 0.759 5.097
H 0.917 2.468 -5.500
H 3.254 2.899 -2.925
H 0.250 -3.188 1.582
H 0.858 4.681 1.271
O 3.030 -2.743 5.155
O 2.645 0.668 1.686
O 3.669 3.496 -0.745
O 1.202 4.522 -3.179
H 1.289 1.968 -2.039
O -2.187 2.075 -4.596
O -1.149 -5.297 -0.424
H -1.775 -5.647 -1.099
O -5.725 1.677 0.748
H 0.456 -5.070 4.540
O -1.438 -2.460 0.739
H -2.057 2.843 2.303
H 2.505 -3.686 1.018
H 5.846 3.194 0.352
O -0.878 0.787 2.471
H -3.774 -5.747 -0.686
H -5.413 -0.631 0.798
H 1.039 -0.581 5.028
H -4.187 -4.653 -1.781
H 3.175 5.066 2.950
O -2.381 -4.447 2.867
O -3.048 -2.480 -2.123
H -1.916 4.100 3.335
H 2.737 -3.531 -0.679
O -2.382 -0.677 3.906
H 2.732 3.545 -0.654
O 0.161 -0.923 5.326
H -1.680 1.257 -4.887
O 2.999 -0.079 4.773
H 3.582 -2.339 4.450
H -4.767 1.808 -3.828
H -5.949 2.398 0.055
H -1.014 -4.455 -0.833
H 6.761 -0.625 0.948
H 1.179 -1.381 -2.987
O -2.769 4.142 -1.903
H -1.663 -3.906 3.166
H -0.531 -2.276 0.444
H -1.893 -0.043 4.442
O -2.817 1.498 0.127
H -2.474 0.873 0.680
H -3.373 1.326 -3.594
H -0.426 3.986 0.988
O 0.740 -3.241 -3.728
H 0.310 -3.888 3.039
H -2.134 2.944 -4.992
H -1.898 -1.673 0.972
H 2.761 0.311 3.903
H -1.067 1.157 -2.863
H -2.984 3.312 -2.259
O 0.356 -4.079 4.765
O -1.539 3.250 3.038
H -2.561 -2.975 -5.479
H 1.320 -4.007 4.895
O 3.902 -0.864 -0.855
H 4.369 4.237 2.070
H -5.630 0.720 2.944
H -1.935 -2.240 -4.365
H 0.033 -3.056 -4.323
O -0.925 0.170 -5.701
O -0.308 2.081 -0.858
H 0.960 3.998 -4.002
O 2.069 1.634 -1.473
H 2.289 -2.014 5.073
H 2.133 -1.253 0.169
H -1.055 2.001 -0.229
H -2.599 -1.623 -2.539
H 0.273 2.774 -0.608
O -5.364 0.771 3.840
O -4.466 -0.810 1.094
*
```

***

x) The following is a quantum chemistry calculation of 40 unconnected molecules or ions with the total composition H80O40, from the Open Molecules 2025 dataset.

## Properties
E_HOMO (eV): -10.798

Structure (ORCA input):
```
! wB97M-V def2-TZVPD RIJCOSX def2/J DEFGRID3
* xyz 0 1
H -1.559 -0.873 6.439
O 0.096 1.473 5.896
H -1.288 3.844 -1.416
H -3.693 2.615 3.504
H -4.299 0.474 -0.294
H 1.255 -5.050 1.787
H 1.282 1.932 -3.201
O 6.284 -2.582 0.728
O 5.441 1.707 -2.998
O 0.286 5.151 2.318
H 1.730 -1.623 3.635
O 2.031 3.184 4.523
O 0.017 -0.971 0.580
O -0.789 -3.894 3.100
H 2.054 -1.953 -5.901
H 1.784 -5.259 -2.124
O -1.780 3.021 -1.569
H 5.195 0.867 -2.547
H 0.532 3.957 -2.794
O 0.108 4.797 -3.094
O 1.004 -2.453 -1.308
H -3.100 -2.251 5.254
H 1.232 3.429 4.094
O 2.899 1.317 -4.713
O -5.730 -2.009 0.826
H 3.511 -1.417 -3.023
H 6.376 -2.305 1.635
O -0.560 2.395 0.985
H -3.157 1.213 3.834
H 4.922 1.303 2.302
H 1.980 -5.792 -0.766
O 0.974 -6.000 1.706
H 2.896 2.008 1.371
O -2.482 -1.783 1.903
H -1.612 -1.700 1.505
H 0.893 2.670 -5.791
O -3.869 -1.288 -3.892
O -3.639 -2.130 -0.427
H -0.538 4.618 -3.749
O -3.044 4.988 -0.867
H -4.953 3.321 -2.943
H -6.981 0.953 -0.634
O 5.779 1.238 1.903
H 5.990 2.252 -2.323
H 0.870 1.780 6.387
H 1.297 -1.032 -4.900
H 0.993 -4.246 -4.412
O -0.238 -4.932 -1.226
H -3.570 3.312 -2.043
H 2.963 0.782 2.178
H -1.556 0.417 5.694
H 4.739 -1.830 -3.471
H -3.913 -2.360 4.009
H -3.578 -0.464 -3.400
H 5.285 -2.716 0.795
H 2.149 -0.400 4.318
H -0.188 -0.070 -5.511
O 1.714 1.059 0.106
O 4.901 3.284 0.264
O 1.902 -6.104 -1.673
H -1.638 -3.524 2.787
O 1.804 -0.680 3.476
H 0.186 -2.080 -0.881
H -5.296 -1.513 1.484
H 5.197 3.603 1.123
H 1.671 -3.546 4.936
H 0.775 1.178 0.538
O -2.135 -0.368 5.836
H 0.009 -0.096 0.196
O -4.495 3.405 -2.133
H -3.544 -1.253 -0.711
H 0.076 -5.047 -2.139
O 0.175 2.123 -5.356
O -6.477 0.510 0.010
H -0.860 3.046 0.408
H -1.611 2.504 -0.819
H -0.932 1.779 1.679
H -6.820 0.523 0.913
O -1.433 0.368 -2.240
H 3.205 0.579 -5.306
H -2.366 0.263 -1.976
H -5.629 -2.940 0.827
H 0.712 -3.382 -1.396
H 0.798 4.350 2.513
O -0.705 0.887 2.969
O -3.946 -1.968 4.865
H 3.664 1.385 -4.179
H -0.814 -3.278 3.887
H 0.823 1.583 -4.786
H 0.088 -5.723 1.864
H 0.244 5.124 1.362
O -2.922 2.126 3.837
H -0.433 1.220 3.877
H -0.093 2.242 -2.769
H 0.034 0.444 2.545
H -4.303 1.333 -1.563
O 2.264 -3.332 4.219
O 4.399 -1.288 -2.712
H -1.132 1.044 -1.578
H 5.635 0.297 1.484
H -1.125 -5.232 -1.257
H -2.970 -1.512 -4.198
H 1.826 -3.839 3.490
H 0.403 1.322 5.022
H -4.452 -2.461 -0.788
O 3.280 1.660 2.270
H 1.592 1.663 -0.641
O 0.782 2.247 -2.397
O 0.147 -3.877 -4.687
H 4.817 2.316 0.233
O -0.116 -0.653 -4.760
O 2.213 -1.348 -5.211
O -3.721 0.766 -1.010
H 2.820 3.225 3.953
H 0.979 -1.103 0.792
H -3.838 4.761 -1.339
H -0.392 -0.272 -3.890
H -3.171 5.683 -0.208
H 0.216 -2.882 -4.457
H -3.025 -2.184 1.194
*
```

***

Most stable structure: x)